40
Properties=species:S:1:pos:R:3:forces:R:3 method="wB97M-V/def2-TZVPD" charge=-1 e_homo_ha=-0.255 fmax_ev_per_a=1.8 e_above_lowest_ev=0.634
O -8.108757 -10.377824 -9.526700 -0.240 -0.009 0.139
H -11.684348 -7.474973 -6.588661 -0.181 -0.008 -0.195
O -5.134180 -8.722864 -12.005828 0.474 -0.449 -0.114
H -6.698200 -5.799929 -9.736202 0.069 -0.303 -0.041
C -9.467414 -6.711038 -9.766313 -0.621 -0.191 0.447
H -6.629055 -6.254590 -12.586698 -0.368 -0.233 0.077
H -12.805679 -8.479093 -9.978309 0.297 -0.158 0.140
H -10.551887 -3.335845 -9.290878 0.016 -0.103 -0.098
H -6.545562 -4.961682 -8.474641 -0.008 -0.003 0.065
H -10.855252 -1.847423 -9.343003 -0.052 0.049 -0.046
O -10.128995 -2.473425 -9.294022 0.037 0.059 0.141
O -11.055561 -8.183727 -6.747090 0.121 0.211 0.555
H -5.399743 -5.468844 -12.141859 0.014 0.044 0.093
H -9.772460 -5.683553 -9.563151 0.220 0.232 -0.765
H -6.035135 -8.039391 -9.151171 -0.135 0.127 -0.227
O -8.524817 -6.607132 -12.009845 -0.852 0.877 -0.572
O -5.686545 -6.134703 -12.772364 0.220 0.427 -0.271
O -13.364058 -7.767911 -9.643804 -0.208 0.149 0.092
H -9.201797 -7.077981 -8.774239 0.433 -0.307 -0.224
O -10.995088 -9.683160 -9.006400 -0.149 -0.068 -0.107
O -5.247602 -8.180405 -8.611618 0.027 -0.159 0.446
H -4.630860 -7.510367 -8.914258 0.001 0.048 -0.137
O -7.404578 -7.638262 -10.480910 0.893 -0.729 1.344
H -10.362985 -7.274628 -10.035085 -0.087 0.067 -0.086
H -9.768689 -5.340972 -14.936947 0.014 -0.008 -0.057
H -13.094652 -6.995426 -10.145963 0.047 -0.009 -0.142
H -10.925271 -9.270860 -8.133181 -0.180 0.026 -0.249
H -4.997573 -7.894167 -12.485333 -0.279 0.007 0.185
O -9.975135 -5.043042 -14.048633 -0.037 0.143 -0.206
C -8.404453 -6.979646 -10.829658 0.223 0.146 0.159
H -5.887544 -8.538147 -11.432950 -0.146 0.181 -0.111
H -10.443430 -8.423926 -13.557846 0.061 0.011 -0.041
H -10.083855 -9.853348 -9.271976 0.158 -0.289 -0.100
O -6.193938 -5.067905 -9.361078 0.116 0.209 -0.071
H -10.228242 -7.866682 -6.374704 0.107 -0.028 0.015
O -10.697292 -8.235991 -12.652581 -0.350 -0.210 0.173
H -9.365712 -5.531732 -13.480227 0.007 -0.123 0.396
H -7.894380 -9.457856 -9.734189 0.217 0.281 -0.305
H -7.521992 -10.600107 -8.799886 0.081 -0.037 0.040
H -9.976651 -7.684637 -12.309207 0.041 0.130 -0.342